{
  "formula": "C18H16GaIN3S",
  "method": "the ωB97M-V functional and the def2-TZVPD basis",
  "elements": ["Ga", "C", "C", "C", "C", "C", "H", "H", "H", "H", "H", "C", "C", "C", "C", "C", "C", "C", "C", "C", "S", "C", "N", "H", "H", "H", "H", "H", "H", "H", "H", "I", "C", "C", "N", "N", "C", "H", "H", "H"],
  "coordinates": [[-0.34468, 0.08210, -0.22651], [2.99817, 0.68544, 0.86502], [2.01589, 1.32152, 0.18664], [0.75423, 1.24779, 0.96748], [1.16128, 0.57799, 2.22188], [2.47440, 0.24504, 2.14161], [4.01470, 0.55120, 0.52734], [2.10414, 1.79639, -0.78006], [0.18410, 2.17260, 1.07356], [0.52446, 0.43245, 3.08233], [3.04982, -0.23843, 2.91953], [-2.41664, -0.05992, 2.28606], [-3.09702, 0.01514, 0.95679], [-4.50200, 0.02556, 0.88938], [-5.11966, 0.09510, -0.32412], [-4.35686, 0.16159, -1.51009], [-4.94858, 0.22456, -2.79016], [-4.15189, 0.29098, -3.89631], [-2.75148, 0.30413, -3.77092], [-2.13532, 0.24872, -2.54349], [-0.37390, 0.31239, -2.43676], [-2.95321, 0.16609, -1.38569], [-2.36160, 0.08751, -0.14304], [-3.01864, -0.63516, 2.98682], [-2.29448, 0.94351, 2.70114], [-1.43482, -0.52478, 2.21569], [-5.06843, -0.03024, 1.80786], [-6.20048, 0.09704, -0.39370], [-6.02725, 0.21991, -2.87253], [-4.59049, 0.33914, -4.88348], [-2.14025, 0.36691, -4.66178], [-0.34948, -5.99132, -0.64108], [0.06641, -4.07364, -0.03611], [1.06779, -3.66120, 0.82661], [0.97566, -2.33417, 0.94127], [-0.03842, -1.85626, 0.20309], [-0.59224, -2.90462, -0.40861], [1.81904, -4.22112, 1.35741], [1.50709, -1.68303, 1.51664], [-1.41806, -2.77072, -1.08922]],
  "nbo_charge": [1.5018, -0.2538, -0.2072, -0.7522, -0.2296, -0.2726, 0.2363, 0.2402, 0.2862, 0.2258, 0.2334, -0.6579, 0.3067, -0.2620, -0.0826, -0.0120, -0.2050, -0.1734, -0.1868, -0.1620, -0.2013, 0.1216, -0.5974, 0.2498, 0.2530, 0.2283, 0.2410, 0.2373, 0.2304, 0.2367, 0.2382, 0.2623, -0.3029, -0.0017, -0.3010, -0.4306, 0.0035, 0.2541, 0.4585, 0.2465],
  "lumo_ev": -3.54,
  "energy_ha": -3480.3055,
  "orbital_gap_ha": 0.2821,
  "charge": 1,
  "homo_energy_ha": -0.4122
}